{
  "formula": "C20H43InN2OP3S",
  "method": "the ωB97M-V functional and the def2-TZVPD basis",
  "de_lowest_ev": 2.832,
  "orbital_gap_ha": [0.200, 0.197],
  "total_charge": 3,
  "symbols": ["In", "P", "P", "P", "H", "C", "C", "H", "C", "C", "C", "C", "C", "C", "C", "C", "C", "H", "H", "H", "H", "H", "H", "H", "H", "H", "H", "H", "H", "H", "H", "H", "H", "H", "H", "H", "H", "H", "H", "H", "H", "H", "H", "H", "H", "H", "C", "C", "C", "C", "C", "C", "O", "H", "H", "H", "H", "H", "H", "S", "C", "N", "C", "C", "N", "H", "H", "H", "H", "H", "H"],
  "xyz": [[0.180170, -0.428606, -0.077037], [0.593743, 2.084680, 1.644933], [-0.648133, -1.176688, 2.537988], [0.388634, 1.467656, -1.849532], [-4.926933, -4.504998, -1.840521], [-4.182260, -4.442076, -2.616480], [-2.884808, -4.873971, -2.617915], [-2.484652, -5.710286, -2.000159], [-0.901628, 3.153778, 1.912422], [1.062440, 1.858803, 3.408108], [1.752067, 3.430473, 1.202886], [-1.226726, -2.875173, 2.319317], [0.469671, -1.453367, 3.953988], [-2.201822, -0.453373, 3.282180], [0.181447, 0.474136, -3.322289], [1.939081, 2.364466, -2.133395], [-0.978629, 2.738893, -1.899277], [-4.614680, -4.167276, -3.584646], [-2.461404, -4.954575, -3.667051], [-0.640252, 4.014300, 2.541157], [-1.693019, 2.571917, 2.395107], [-1.269708, 3.507108, 0.945725], [1.223895, 2.814670, 3.913951], [1.983045, 1.279980, 3.478674], [0.292109, 1.314914, 3.954612], [1.272969, 4.418433, 1.253813], [2.105919, 3.318637, 0.177986], [2.643106, 3.459772, 1.839435], [-1.402579, -3.324893, 3.315439], [-0.449634, -3.445386, 1.787784], [-2.153435, -2.917914, 1.726612], [-0.113055, -1.499865, 4.870335], [1.215355, -0.668891, 4.020494], [0.967952, -2.401157, 3.777106], [-2.548863, -1.150931, 4.064946], [-2.954661, -0.378271, 2.478914], [-2.002836, 0.543623, 3.708426], [0.490063, 1.083617, -4.188002], [-0.852236, 0.122478, -3.457287], [0.841507, -0.406158, -3.264961], [2.154629, 2.314944, -3.191665], [2.750351, 1.865618, -1.599049], [1.882339, 3.399272, -1.809593], [-1.115165, 3.031660, -2.954743], [-0.701090, 3.619296, -1.293682], [-1.903668, 2.283536, -1.506706], [-1.877536, -2.511837, -1.425581], [-2.989196, -1.677538, -1.049192], [-3.898984, -1.328887, -2.090010], [-3.584912, -1.553348, -3.448531], [-2.556538, -2.405678, -3.839667], [-1.805826, -3.007661, -2.767446], [-0.885980, -2.736969, -0.648412], [-1.832706, -0.546379, -0.388079], [-3.268461, -1.687874, 0.001180], [-4.838293, -0.817105, -1.809846], [-4.226760, -1.256030, -4.312624], [-2.437807, -2.737173, -4.894014], [-1.082065, -3.819321, -2.853528], [2.579654, -0.971633, 0.757349], [3.668970, 0.378885, 0.677946], [4.157663, 1.049149, 1.748725], [5.275869, 1.929155, 1.375512], [5.334080, 1.799251, -0.123286], [4.188339, 0.953252, -0.443390], [4.084163, 0.616295, 2.674142], [6.203430, 1.608719, 1.866562], [5.032693, 2.939798, 1.705892], [6.256758, 1.327557, -0.450082], [5.240384, 2.764625, -0.622577], [4.184447, 0.387944, -1.279389]],
  "forces_ev_per_angstrom": [[-0.5, 0.8, 1.9], [-0.5, 1.0, 0.9], [-1.2, -0.6, 0.4], [-0.9, 0.6, -0.2], [0.3, -0.2, 0.5], [-0.6, -0.7, -0.5], [-0.2, -1.9, -2.1], [-0.1, 1.5, 0.4], [0.0, -0.5, -0.2], [0.1, -0.3, 0.0], [0.6, 0.4, -0.6], [-0.1, -0.6, -0.3], [0.4, 0.4, -0.5], [0.6, 0.3, -0.5], [0.1, -0.3, -0.9], [0.2, -0.4, 0.3], [0.4, -0.6, 0.3], [0.3, 0.5, 0.5], [-0.6, -0.2, 1.4], [-0.1, -0.2, -0.1], [0.0, 0.2, -0.1], [-0.1, 0.0, 0.2], [-0.1, 0.0, -0.2], [0.0, 0.0, 0.0], [0.0, 0.1, 0.0], [0.0, -0.3, 0.1], [0.1, 0.0, 0.1], [-0.3, -0.1, 0.0], [0.1, 0.2, -0.5], [-0.4, 0.0, 0.2], [0.4, 0.0, 0.2], [-0.1, 0.0, 0.1], [0.1, -0.1, 0.2], [0.1, -0.1, 0.1], [0.2, 0.3, -0.3], [0.2, 0.1, 0.4], [-0.2, -0.4, -0.1], [-0.3, -0.4, 0.1], [0.3, 0.2, 0.1], [-0.2, 0.3, -0.1], [0.0, 0.1, -0.3], [-0.3, 0.3, -0.2], [-0.1, 0.0, -0.1], [0.0, -0.1, 0.4], [-0.1, -0.4, -0.3], [0.3, 0.3, -0.2], [2.3, -0.1, 1.8], [-0.6, 0.5, -0.3], [0.1, 0.7, 0.5], [-0.3, -0.2, -1.2], [0.9, -0.2, 1.2], [-0.3, -1.1, -1.7], [-1.1, 0.5, -1.3], [-0.1, 0.1, -0.6], [-0.3, 0.0, -0.2], [0.6, -0.3, -0.3], [0.2, 0.2, 1.3], [0.0, 0.4, 0.9], [0.6, 1.1, -0.5], [0.2, 0.0, -0.1], [0.6, 1.7, 0.0], [-0.5, -1.9, -0.4], [0.0, 0.3, 1.2], [0.4, 0.5, -0.9], [-0.6, -1.6, 0.9], [0.0, 0.4, -0.5], [-0.3, 0.1, -0.1], [0.2, 0.0, -0.1], [0.0, 0.0, -0.1], [0.0, -0.1, 0.0], [0.1, 0.0, -0.1]]
}

{
  "formula": "C29H46P2PrS",
  "method": "the ωB97M-V functional and the def2-TZVPD basis",
  "s_squared": 2.010,
  "spin_multiplicity": 3,
  "orbital_gap_ha": [0.249, 0.263],
  "total_charge": 1,
  "symbols": ["Pr", "C", "C", "C", "C", "C", "C", "H", "H", "H", "C", "H", "H", "H", "C", "H", "H", "H", "C", "H", "H", "H", "C", "H", "H", "H", "C", "C", "C", "C", "C", "C", "C", "C", "H", "H", "H", "H", "H", "H", "H", "H", "H", "H", "H", "H", "P", "C", "C", "P", "C", "C", "C", "H", "H", "H", "H", "H", "H", "H", "H", "H", "H", "H", "H", "H", "H", "S", "C", "C", "C", "C", "C", "C", "H", "H", "H", "H", "H"],
  "xyz": [[-0.497339, 1.923721, 0.122851], [1.659882, 3.577045, 0.262978], [1.464447, 3.288182, -1.116241], [-0.436203, 4.363617, -0.331290], [0.492098, 4.234440, 0.757076], [0.160577, 3.756476, -1.488104], [2.980782, 3.574024, 0.953946], [3.622694, 2.759735, 0.607031], [2.873728, 3.457963, 2.035479], [3.526826, 4.520432, 0.777364], [0.334560, 4.821909, 2.112716], [1.301155, 4.866359, 2.628247], [-0.336295, 4.223065, 2.744111], [-0.073619, 5.841252, 2.059049], [-1.831859, 4.835831, -0.195233], [-1.883677, 5.900858, 0.084126], [-2.351923, 4.268423, 0.598941], [-2.396362, 4.699704, -1.122229], [-0.526023, 3.479330, -2.775604], [-0.549951, 4.353622, -3.449772], [-1.573769, 3.173988, -2.612271], [-0.026787, 2.666586, -3.324893], [2.508064, 2.781924, -2.057752], [2.817019, 3.578637, -2.769306], [2.143049, 1.926764, -2.643357], [3.404808, 2.455387, -1.512106], [1.154242, -0.868969, 1.702435], [2.240791, -0.319693, 1.133054], [2.800802, -0.553263, -0.246254], [1.949560, -1.246065, -1.310008], [0.643322, -0.632207, -1.682724], [-0.544198, -0.876373, -1.063823], [-0.814393, -1.693922, 0.176718], [0.348753, -1.996133, 1.155634], [3.717763, -1.162612, -0.106776], [1.771459, -2.303484, -1.028040], [3.151965, 0.402204, -0.674078], [1.030005, -2.735554, 0.710582], [0.807191, -0.508132, 2.684909], [2.839272, 0.387596, 1.723545], [-0.106075, -2.502870, 2.028104], [-1.642793, -1.239291, 0.757063], [-1.464868, -0.592924, -1.599502], [-1.238011, -2.657375, -0.163741], [2.547353, -1.313003, -2.235197], [0.646666, -0.067374, -2.626502], [1.192841, -4.341106, -0.908557], [1.259257, -5.313005, 0.649932], [2.596580, -5.169618, -1.759414], [-0.941680, -4.350024, -3.097685], [-0.146341, -5.299365, -1.707972], [-0.151408, -5.357689, -4.460328], [-2.446167, -5.453973, -3.149009], [0.325609, -5.187975, 1.211897], [2.109244, -4.991002, 1.263886], [1.384407, -6.365826, 0.365474], [2.512186, -6.246330, -1.561907], [3.545261, -4.804971, -1.343426], [2.578160, -4.986813, -2.841181], [-2.153074, -6.505871, -3.260176], [-3.061907, -5.161175, -4.005718], [-3.026799, -5.339622, -2.230019], [-0.905721, -5.544773, -0.951470], [0.299684, -6.234099, -2.091540], [-0.650127, -5.098773, -5.402380], [-0.294964, -6.431889, -4.281769], [0.918338, -5.150936, -4.555697], [-2.666033, 1.702148, 1.851529], [-2.976583, 2.454409, 3.394226], [-3.340249, 1.666255, 4.519141], [-3.908381, 2.266661, 5.648881], [-4.003242, 3.661875, 5.748074], [-3.547608, 4.449584, 4.687267], [-2.984135, 3.871281, 3.541339], [-3.221721, 0.588527, 4.473491], [-4.287212, 1.649977, 6.458776], [-4.429212, 4.139435, 6.640753], [-3.635234, 5.540811, 4.737039], [-2.588457, 4.494047, 2.735382]],
  "forces_ev_per_angstrom": [[-0.5, -1.8, 1.2], [-0.3, 0.8, -0.5], [-0.6, 0.6, 0.2], [1.5, -0.2, -0.1], [0.2, 0.2, -1.2], [0.6, 0.4, 1.0], [0.4, -0.2, 0.4], [0.0, 0.1, 0.0], [0.0, 0.0, -0.1], [-0.3, -0.4, 0.0], [-0.1, 0.0, 0.6], [-0.3, 0.1, -0.1], [0.0, 0.2, 0.0], [0.1, -0.3, 0.0], [-0.8, 0.2, 0.2], [0.0, -0.3, -0.1], [0.0, 0.3, -0.3], [0.0, 0.1, 0.1], [-0.2, -0.1, -0.7], [-0.1, -0.3, 0.3], [0.1, 0.1, -0.2], [-0.1, 0.2, 0.1], [0.3, -0.1, -0.3], [-0.2, -0.5, 0.4], [0.2, 0.2, 0.0], [-0.3, 0.1, -0.3], [-0.2, 1.0, 0.1], [-0.4, 0.6, 0.0], [0.7, -0.2, -0.1], [0.5, -0.4, 0.0], [-1.0, 0.0, 0.3], [0.5, 0.2, -0.6], [0.0, -0.1, 0.4], [-0.4, -0.8, 0.1], [-0.3, 0.3, -0.2], [0.1, 1.0, -0.2], [0.0, -0.2, 0.4], [-0.4, 0.5, 0.2], [0.6, -0.1, -0.3], [-0.4, -0.1, -0.1], [0.1, 0.1, -0.4], [0.3, 0.0, -0.3], [0.3, 0.2, 0.2], [0.1, 0.3, 0.1], [-0.1, 0.1, 0.3], [-0.3, -0.2, 0.3], [-0.1, -1.7, -0.1], [0.2, -0.1, 0.0], [0.3, 0.1, 0.1], [-0.3, -1.9, -0.3], [0.0, 0.1, 0.0], [0.1, 0.5, -0.3], [-0.2, 0.5, 0.0], [0.2, 0.0, 0.0], [-0.2, -0.1, 0.0], [-0.1, 0.1, 0.3], [0.2, 0.2, -0.2], [-0.1, -0.1, -0.2], [0.1, 0.0, 0.3], [-0.1, 0.3, 0.1], [0.0, -0.1, 0.2], [-0.1, 0.0, -0.1], [0.1, 0.1, -0.2], [-0.4, 0.2, 0.2], [0.2, -0.1, 0.1], [0.1, 0.3, 0.0], [-0.1, 0.0, -0.1], [1.1, -0.4, -1.0], [-0.1, 1.0, 1.7], [-0.3, 0.7, -0.5], [0.4, 0.4, -0.2], [-0.1, -0.1, -0.3], [0.4, 0.1, -0.1], [-0.5, -0.9, 0.1], [-0.2, 0.1, -0.1], [0.2, 0.0, -0.1], [0.1, -0.3, -0.5], [0.1, -0.4, 0.1], [-0.4, -0.1, 0.3]]
}